1.
79
Properties=species:S:1:pos:R:3:mulliken_charge:R:1 method="wB97M-V/def2-TZVPD" homo_lumo_gap_ev=6.1 de_lowest_kcal_mol=8.94 fmax_ev_per_a=1.17 homo_ev=-3.9 total_charge=-1 total_energy_ev=-132399.705
Cs 0.015 0.071 -0.241 1.055
N -8.046 4.412 0.426 -0.632
C -6.860 3.657 0.351 1.105
C -5.621 4.291 0.339 -0.776
C -4.455 3.541 0.313 -0.429
C -4.516 2.156 0.294 -0.313
C -5.746 1.519 0.308 -0.354
C -6.911 2.265 0.341 -0.698
S -2.994 1.228 0.254 1.326
O -3.361 -0.150 0.499 -0.704
O -2.128 1.837 1.242 -0.749
N -2.327 1.483 -1.156 -0.606
C -2.856 1.037 -2.310 0.452
N -1.995 0.975 -3.362 -0.556
C -2.500 0.579 -4.513 -0.033
C -3.836 0.231 -4.686 -0.667
C -4.620 0.307 -3.551 -0.100
N -4.163 0.694 -2.370 -0.340
H -7.953 5.333 0.027 0.231
H -8.844 3.936 0.034 0.233
H -5.570 5.374 0.355 0.268
H -3.489 4.029 0.308 0.424
H -5.770 0.439 0.277 0.452
H -7.873 1.765 0.355 0.262
H -1.803 0.525 -5.345 0.397
H -4.231 -0.090 -5.639 0.346
H -5.674 0.039 -3.584 0.391
C 6.183 -2.949 -0.839 -2.015
C 4.700 -2.713 -0.553 2.612
C 3.926 -4.008 -0.835 -2.051
C 4.503 -2.459 0.951 -2.268
P 3.802 -1.249 -1.447 0.748
N 2.484 -0.886 -0.794 -0.766
C 5.073 0.194 -1.428 2.227
C 4.294 1.480 -1.753 -1.917
C 5.553 0.364 0.019 -1.952
C 6.295 0.094 -2.341 -1.945
C 3.626 -1.762 -3.297 2.104
C 3.352 -0.499 -4.122 -2.027
C 2.342 -2.602 -3.407 -1.925
C 4.790 -2.508 -3.952 -1.859
H 6.517 -3.839 -0.291 0.525
H 6.801 -2.112 -0.504 0.316
H 6.383 -3.119 -1.896 0.256
H 4.258 -4.783 -0.135 0.589
H 4.095 -4.389 -1.841 0.327
H 2.857 -3.849 -0.687 0.365
H 4.711 -3.382 1.507 0.605
H 3.469 -2.152 1.119 0.268
H 5.156 -1.683 1.345 0.257
H 3.350 1.473 -1.207 0.296
H 4.072 1.603 -2.812 0.287
H 4.892 2.343 -1.439 0.543
H 4.700 0.380 0.698 0.099
H 6.087 1.316 0.114 0.678
H 6.242 -0.424 0.331 0.241
H 6.018 0.120 -3.397 0.311
H 6.880 -0.810 -2.165 0.235
H 6.950 0.954 -2.157 0.507
H 2.563 0.097 -3.663 0.348
H 3.019 -0.793 -5.124 0.624
H 4.241 0.121 -4.248 0.284
H 1.566 -2.151 -2.788 0.328
H 2.471 -3.633 -3.089 0.289
H 2.018 -2.617 -4.454 0.524
H 5.725 -1.944 -3.900 0.235
H 4.558 -2.668 -5.012 0.508
H 4.959 -3.486 -3.509 0.255
Br 4.566 1.082 3.642 -0.146
C 3.180 -0.199 3.497 -0.038
C 3.387 -1.494 3.925 -0.184
C 2.338 -2.386 3.793 -0.367
C 1.147 -1.937 3.247 -0.346
N 0.944 -0.687 2.836 -0.455
C 1.957 0.166 2.958 -0.077
H 4.342 -1.796 4.333 0.401
H 2.446 -3.419 4.094 0.393
H 0.308 -2.613 3.128 0.356
H 1.793 1.180 2.613 0.413

2.
77
Properties=species:S:1:pos:R:3:mulliken_spin:R:1 method="wB97M-V/def2-TZVPD" homo_lumo_gap_ev="6.1 / 6.4" de_lowest_kcal_mol=49.31 fmax_ev_per_a=4.14 homo_ev="-5.9 / -6.2" total_energy_ev=-89464.340 multiplicity=2
O -2.778 0.028 1.423 0.001
C -2.879 1.144 0.948 -0.008
C -3.447 1.456 -0.389 0.001
C -3.886 0.355 -1.158 0.003
H -3.320 -0.580 -1.065 0.001
C -5.084 0.487 -1.847 -0.001
H -5.503 -0.421 -2.308 0.000
C -5.710 1.745 -1.916 0.000
H -6.636 1.805 -2.481 0.000
C -5.166 2.858 -1.286 -0.001
H -5.663 3.814 -1.360 0.000
C -3.991 2.728 -0.551 0.000
H -3.567 3.581 -0.027 -0.001
H -2.270 2.105 1.300 0.004
C -0.146 3.273 0.902 -0.011
C -0.077 2.253 -0.186 0.003
H -0.822 4.142 0.799 -0.001
H 0.875 3.656 0.835 0.013
H -0.257 2.917 1.916 -0.002
C -0.537 2.509 -1.419 0.058
C -0.336 3.875 -1.856 0.013
H -1.039 1.850 -2.085 -0.003
H -1.296 4.386 -1.823 0.003
H 0.169 3.957 -2.814 0.004
H 0.341 4.411 -1.174 0.000
Ti 1.544 1.345 -0.547 0.941
Cl 2.876 2.689 -1.708 -0.007
C 3.251 -0.495 -0.990 0.033
O 2.600 -0.120 0.057 -0.019
N 4.170 -1.413 -0.784 0.003
C 4.462 -1.860 0.597 0.002
C 5.096 -1.726 -1.850 -0.001
H 3.070 -0.120 -2.031 -0.004
H 3.593 -1.721 1.267 -0.001
H 5.326 -1.286 0.994 0.001
H 4.726 -2.928 0.533 0.000
H 4.520 -1.702 -2.788 0.000
H 5.505 -2.725 -1.662 0.000
H 5.892 -0.959 -1.876 0.000
H -3.520 -3.418 1.750 0.000
H -2.164 -4.381 0.429 0.000
C -3.148 -2.399 1.570 0.000
C -1.332 -3.667 0.398 0.000
N -1.746 -2.479 1.159 0.000
H -3.157 -1.791 2.483 0.000
C -0.838 -1.750 1.869 0.001
O 0.310 -1.475 1.495 0.002
H -0.419 -4.108 0.821 0.000
H -1.213 -1.320 2.812 0.000
H -3.738 -1.898 0.789 0.000
H -1.146 -3.405 -0.652 0.000
H 3.300 1.295 4.422 0.000
H 1.152 0.644 5.830 0.000
C 2.632 2.024 3.934 0.000
C 0.611 1.362 5.192 0.000
N 1.275 1.481 3.894 0.000
H 2.963 2.235 2.911 -0.001
C 0.714 1.078 2.744 0.001
O 1.298 1.169 1.634 0.027
H -0.429 1.029 5.072 0.000
H -0.333 0.723 2.878 0.000
H 2.636 2.941 4.543 0.000
H 0.620 2.327 5.727 0.000
Cl 0.082 -0.810 -4.781 0.000
C 0.607 -1.880 -3.548 0.003
C 1.058 -3.152 -3.894 0.002
C 1.547 -4.035 -2.913 -0.003
C 1.551 -3.618 -1.592 0.002
C 1.087 -2.348 -1.259 -0.023
C 0.607 -1.430 -2.196 -0.015
C 0.195 -0.065 -1.802 0.025
H 1.031 -3.464 -4.936 0.000
H 1.905 -5.032 -3.181 0.000
H 1.895 -4.279 -0.800 0.000
H 1.038 -2.086 -0.206 -0.003
H -0.881 0.022 -1.561 -0.017
H 0.346 0.649 -2.624 -0.020

3.
97
Properties=species:S:1:pos:R:3:mulliken_charge:R:1 method="wB97M-V/def2-TZVPD" homo_lumo_gap_ev=8.7 fmax_ev_per_a=0.33 homo_ev=-8.5 total_energy_ev=-112859.315
C 0.431 -2.940 1.777 -0.933
C -0.999 -2.653 2.136 0.234
N -1.573 -2.972 3.214 -0.335
C -1.816 -1.930 1.079 -0.974
P -2.870 -0.584 1.775 0.453
C -1.594 0.771 1.447 -1.157
C -0.361 0.680 2.338 -0.173
O -0.342 1.804 3.226 -0.488
C -4.369 -1.866 2.200 -0.672
C -5.010 -1.432 3.452 0.028
O -5.587 -0.410 3.617 -0.471
I -4.794 -2.757 5.162 -0.092
H 0.913 -2.057 1.352 0.010
H 0.476 -3.728 1.022 0.338
H 0.990 -3.256 2.659 0.499
H -0.940 -3.465 3.845 0.248
H -1.155 -1.499 0.329 0.423
H -2.468 -2.653 0.584 0.595
H -3.754 0.020 0.855 -0.027
H -2.826 -0.250 3.150 0.002
H -2.077 1.733 1.645 0.383
H -1.317 0.774 0.387 0.426
H -0.366 -0.243 2.936 0.516
H 0.549 0.691 1.730 0.012
H 0.143 1.556 4.018 0.291
H -4.063 -2.908 2.224 0.454
H -5.116 -1.702 1.417 0.411
C -0.954 5.705 2.208 -1.141
C -1.795 5.045 1.140 -0.259
O -2.066 5.954 0.044 -0.314
C -1.098 6.102 -0.842 0.330
O -0.035 5.556 -0.868 -0.517
C -1.547 7.101 -1.937 0.884
F -2.074 8.209 -1.405 -0.247
F -2.479 6.529 -2.716 -0.257
F -0.519 7.449 -2.702 -0.235
H -1.436 6.616 2.565 0.323
H -0.829 5.019 3.046 0.414
H 0.034 5.963 1.828 0.354
H -2.778 4.782 1.524 0.343
H -1.318 4.147 0.749 0.306
C 5.124 -1.821 -0.805 -1.154
C 4.697 -2.242 0.581 0.173
O 4.800 -1.143 1.523 -0.339
C 3.817 -0.264 1.495 0.367
O 2.838 -0.281 0.807 -0.527
C 4.060 0.836 2.557 0.902
F 5.305 1.312 2.498 -0.260
F 3.864 0.320 3.782 -0.274
F 3.209 1.840 2.387 -0.220
H 6.140 -1.425 -0.788 0.372
H 5.103 -2.686 -1.468 0.357
H 4.458 -1.060 -1.209 0.288
H 5.355 -3.005 0.990 0.372
H 3.672 -2.613 0.595 -0.052
C -3.564 8.112 7.756 -1.089
C -2.950 7.034 6.893 -0.248
O -2.027 7.596 5.928 -0.285
C -0.822 7.897 6.383 0.340
O -0.400 7.747 7.491 -0.518
C 0.041 8.458 5.226 0.906
F -0.613 9.405 4.545 -0.255
F 0.339 7.465 4.376 -0.239
F 1.171 8.973 5.690 -0.250
H -4.059 8.861 7.137 0.303
H -4.306 7.666 8.418 0.370
H -2.809 8.603 8.368 0.321
H -3.698 6.534 6.282 0.318
H -2.421 6.290 7.487 0.326
C -1.434 -5.879 -3.346 -1.229
C -0.499 -5.025 -4.171 0.133
O 0.546 -4.440 -3.351 -0.331
C 1.554 -5.233 -3.039 0.075
O 1.725 -6.372 -3.356 -0.515
C 2.579 -4.449 -2.185 1.112
F 1.978 -3.774 -1.193 -0.183
F 3.233 -3.559 -2.946 -0.248
F 3.472 -5.271 -1.645 -0.268
H -1.863 -5.299 -2.529 0.265
H -2.244 -6.240 -3.979 0.405
H -0.915 -6.742 -2.929 0.327
H -1.016 -4.169 -4.596 0.372
H -0.038 -5.595 -4.977 0.065
C 3.406 -6.530 -9.802 -1.095
C 3.220 -5.405 -8.811 -0.207
O 1.849 -4.928 -8.809 -0.323
C 0.985 -5.656 -8.127 0.358
O 1.196 -6.647 -7.492 -0.514
C -0.419 -5.009 -8.201 0.934
F -0.746 -4.672 -9.448 -0.250
F -0.439 -3.901 -7.443 -0.255
F -1.336 -5.849 -7.729 -0.245
H 3.105 -6.214 -10.800 0.302
H 4.458 -6.813 -9.832 0.371
H 2.824 -7.405 -9.517 0.325
H 3.802 -4.528 -9.084 0.316
H 3.483 -5.707 -7.798 0.308